97
Properties=species:S:1:pos:R:3:forces:R:3 method="wB97M-V/def2-TZVPD" lumo_energy_ev=-2.4 gap_ev=7.27 total_charge=+1 relative_energy_kcal_mol=0.0 e_homo_ev=-9.68 e_tot_ha=-2307.1871
Y -0.2225 0.9533 0.0594 -0.430 0.418 -0.219
C -3.4833 -2.1525 -0.9270 0.122 -0.069 0.069
C -3.7183 -0.7837 -0.3958 0.040 0.023 -0.052
N -2.8202 0.1491 -0.1087 -0.172 -0.023 -0.031
C -3.5533 1.2541 0.2746 0.056 0.058 0.016
C -4.8855 0.9854 0.2294 -0.330 -0.259 -0.064
N -4.9671 -0.3101 -0.2000 0.057 0.059 0.033
C -6.1608 1.6999 0.5240 -0.033 0.536 0.186
O -6.0719 2.9512 0.9394 -0.406 -0.617 -0.277
O -7.1971 1.1031 0.3771 -0.047 -0.055 -0.019
C -2.9054 2.5270 0.6420 0.647 -0.010 0.036
O -3.5669 3.4488 1.0973 0.165 0.285 -0.028
O -1.6224 2.5482 0.4590 -0.607 0.334 0.247
H -2.4780 -2.4976 -0.6987 -0.012 0.056 -0.040
H -3.5929 -2.1656 -2.0116 -0.026 -0.001 -0.045
H -4.1989 -2.8576 -0.5039 -0.026 0.004 -0.022
H -5.8517 -0.7799 -0.3467 0.050 0.029 0.033
H -5.1189 3.2345 0.9838 0.179 0.111 0.183
C 0.1944 1.5879 3.1592 0.137 -0.049 -0.122
N -0.9310 0.6592 3.2112 -0.122 -0.021 -0.082
C -2.1325 1.1980 3.8415 0.086 -0.041 0.037
C -0.8953 -0.5703 2.6414 0.265 -0.308 -0.202
N -0.1604 -0.7272 1.5363 0.141 -0.457 0.077
C 0.4201 -1.9912 1.2179 -0.185 0.106 -0.413
C 1.0382 -2.6651 2.2341 0.029 -0.198 0.179
C 1.4565 -4.0036 2.1098 -0.030 0.148 0.055
C 1.1868 -4.6660 0.9589 -0.042 0.007 -0.149
C 0.6118 -3.9917 -0.1534 0.066 -0.191 0.035
C 0.3178 -4.7694 -1.3043 0.022 0.112 0.085
C -0.2219 -4.1915 -2.4069 -0.045 0.100 -0.035
C -0.3597 -2.7936 -2.4437 -0.030 -0.231 -0.119
C -0.0155 -1.9890 -1.3902 -0.024 0.182 0.435
N -0.0105 -0.5816 -1.6057 0.016 -0.457 -0.042
C 0.4142 -0.0645 -2.7609 -0.308 -0.129 0.174
N 1.3252 -0.6224 -3.5680 0.081 0.064 0.070
C 2.2934 -1.6003 -3.0942 0.041 0.100 -0.102
C 1.3520 -0.3700 -5.0000 -0.004 -0.016 0.027
N -0.1033 1.1461 -3.1361 0.207 -0.047 0.175
C 0.7526 2.2084 -3.6490 -0.014 -0.004 -0.012
C -1.4749 1.5319 -2.8412 -0.004 0.025 0.023
C 0.3346 -2.5953 -0.1093 -0.081 0.100 0.019
N -1.6454 -1.5518 3.1927 -0.026 0.237 -0.117
C -1.8252 -1.6783 4.6295 -0.002 0.056 -0.017
C -2.1816 -2.6439 2.3994 0.099 0.034 0.036
H 0.3930 1.9743 4.1609 -0.009 -0.034 -0.016
H -0.0208 2.4536 2.5210 -0.012 -0.047 0.051
H 1.0864 1.0745 2.7974 -0.032 0.070 0.029
H -2.3528 2.1664 3.3885 -0.042 0.003 0.037
H -1.9826 1.3400 4.9136 -0.025 0.014 -0.004
H -2.9725 0.5284 3.6828 -0.031 0.020 -0.038
H 1.1432 -2.1639 3.1888 0.010 0.013 0.019
H 1.9292 -4.5018 2.9434 0.036 -0.012 0.043
H 1.4201 -5.7162 0.8525 0.002 -0.045 -0.007
H 0.5127 -5.8306 -1.2715 0.028 -0.091 0.020
H -0.4910 -4.7828 -3.2706 -0.020 -0.017 -0.037
H -0.6860 -2.3251 -3.3634 -0.023 0.029 -0.025
H 2.3641 -1.5555 -2.0131 0.067 -0.038 0.030
H 3.2644 -1.3398 -3.5122 0.043 -0.016 -0.002
H 2.0132 -2.6075 -3.4113 0.067 0.029 0.039
H 0.4387 0.1306 -5.3113 0.027 -0.026 -0.025
H 1.4247 -1.3327 -5.5067 -0.008 0.013 -0.074
H 2.2120 0.2393 -5.2831 0.017 -0.022 -0.030
H 1.7702 1.8436 -3.7376 0.028 0.052 0.014
H 0.7504 3.0425 -2.9417 0.001 0.018 -0.056
H 0.4045 2.5607 -4.6217 -0.003 0.006 0.000
H -2.0668 0.6499 -2.6046 0.016 0.067 -0.012
H -1.8955 2.0322 -3.7172 -0.004 -0.074 0.024
H -1.5476 2.2545 -2.0148 0.009 -0.044 -0.061
H -1.2095 -0.9497 5.1489 0.009 -0.014 0.031
H -1.5123 -2.6802 4.9268 0.008 -0.016 0.059
H -2.8678 -1.5368 4.9179 -0.020 -0.012 0.023
H -2.1440 -2.3749 1.3507 -0.005 -0.026 -0.017
H -3.2219 -2.8048 2.6880 0.002 -0.019 0.009
H -1.6175 -3.5671 2.5529 -0.016 -0.007 -0.010
C 5.1900 -0.4878 -1.2926 -0.068 0.059 -0.034
C 4.4051 -0.9358 -0.2434 -0.113 0.021 -0.022
C 3.2742 -0.2190 0.1376 0.028 -0.085 -0.028
C 2.9041 0.9437 -0.5314 -0.068 0.058 0.245
C 3.6963 1.3794 -1.5969 -0.050 -0.033 -0.021
C 4.8288 0.6763 -1.9688 0.029 -0.129 0.009
N 1.8140 1.7306 -0.0575 0.695 0.456 0.034
C 2.2491 2.9203 0.5944 -0.181 -0.401 -0.410
C 3.5457 3.0650 1.0890 0.148 0.137 0.243
C 3.9158 4.2219 1.7609 -0.008 0.016 0.024
C 3.0155 5.2578 1.9593 -0.106 -0.073 -0.063
C 1.7277 5.1225 1.4577 0.077 -0.044 0.007
C 1.3537 3.9754 0.7758 -0.210 0.195 -0.023
H 6.0842 -1.0267 -1.5702 0.046 -0.021 -0.043
H 4.6764 -1.8309 0.2997 0.037 -0.037 0.027
H 2.6988 -0.5303 1.0015 -0.014 -0.022 0.007
H 3.4441 2.3141 -2.0813 -0.004 0.043 -0.026
H 5.4484 1.0433 -2.7766 0.015 0.014 -0.022
H 4.2747 2.2750 0.9672 -0.033 0.009 -0.019
H 4.9261 4.3105 2.1363 0.051 -0.004 0.014
H 3.3100 6.1550 2.4814 0.037 0.062 0.033
H 1.0069 5.9195 1.5735 -0.026 0.066 0.033
H 0.3464 3.9267 0.3683 0.101 -0.058 -0.003